Entry 1:
C22H55FN5O3PS as an isolated structure. Source: the OMol25 dataset; level of theory: wB97M-V/def2-TZVPD.

## Properties
**HOMO**: -0.2930 hartree
**Charge**: 0
**M**: 519.75 Da
**Kohn-Sham gap**: 8.188 eV
**2S+1**: 1
**E_tot**: -2210.11003 Eh

Each line ends with the Löwdin charge.
Positions of all 88 atoms, in Å:
C 2.669 2.477 -0.800  -0.043
C 2.882 1.208 -1.569  -0.425
N 3.565 1.221 -2.640  0.158
C 2.263 -0.067 -1.009  -0.167
N 1.072 -0.482 -1.806  -0.357
P -0.529 0.278 -1.534  0.928
C -0.278 1.704 -2.650  -0.233
O -0.222 0.960 -0.056  -0.318
S 0.970 -2.086 -2.049  0.504
O -0.311 -2.397 -2.576  -0.292
O 1.557 -2.863 -1.017  -0.240
F 1.962 -2.214 -3.256  -0.146
H 3.116 3.300 -1.351  0.083
H 1.609 2.680 -0.655  0.062
H 3.109 2.412 0.195  0.074
H 3.627 0.290 -3.057  0.056
H 3.002 -0.861 -1.096  0.117
H 1.988 0.021 0.040  0.107
H -0.651 1.386 -3.626  0.023
H -0.874 2.547 -2.303  0.048
H 0.755 2.010 -2.773  0.028
H -1.038 0.917 0.443  0.041
C -0.934 5.447 1.922  -0.088
C -0.420 4.130 2.479  -0.273
N 1.028 4.017 2.436  -0.193
C 1.506 2.670 2.684  -0.259
C 1.289 2.059 4.073  -0.072
C 1.766 5.091 3.083  -0.243
C 1.487 5.358 4.567  -0.080
H -0.554 5.612 0.913  0.079
H -2.024 5.433 1.886  0.073
H -0.641 6.296 2.540  0.065
H -0.810 3.309 1.869  0.106
H -0.838 3.984 3.489  0.103
H 2.577 2.650 2.457  0.104
H 1.031 2.024 1.939  0.085
H 1.963 2.481 4.817  0.060
H 1.480 0.985 4.040  0.059
H 0.265 2.201 4.424  0.069
H 1.576 6.011 2.525  0.101
H 2.829 4.875 2.940  0.115
H 0.416 5.360 4.777  0.066
H 1.876 6.340 4.843  0.072
H 1.955 4.623 5.219  0.055
C -2.432 -3.778 -5.369  -0.083
C -2.418 -2.963 -6.653  -0.272
N -2.562 -1.535 -6.420  -0.200
C -2.837 -0.773 -7.625  -0.252
C -1.758 -0.723 -8.714  -0.086
C -1.596 -0.955 -5.500  -0.248
C -0.106 -1.089 -5.841  -0.071
H -3.331 -3.564 -4.790  0.082
H -2.421 -4.842 -5.610  0.073
H -1.566 -3.576 -4.738  0.052
H -3.263 -3.263 -7.279  0.116
H -1.510 -3.218 -7.224  0.101
H -3.084 0.248 -7.318  0.110
H -3.749 -1.189 -8.062  0.108
H -0.922 -0.081 -8.437  0.054
H -2.185 -0.325 -9.636  0.069
H -1.364 -1.715 -8.935  0.066
H -1.760 -1.401 -4.517  0.085
H -1.854 0.104 -5.395  0.105
H 0.143 -2.096 -6.179  0.075
H 0.489 -0.891 -4.948  0.043
H 0.211 -0.383 -6.608  0.059
C 0.207 -2.631 2.652  -0.089
C 0.018 -3.556 3.845  -0.271
N 0.473 -2.985 5.100  -0.202
C 0.521 -3.947 6.188  -0.250
C -0.803 -4.545 6.680  -0.085
C -0.045 -1.671 5.430  -0.249
C -1.567 -1.495 5.526  -0.078
H 1.241 -2.289 2.575  0.080
H -0.045 -3.162 1.734  0.071
H -0.440 -1.754 2.715  0.061
H 0.605 -4.466 3.691  0.119
H -1.037 -3.874 3.868  0.103
H 1.032 -3.468 7.028  0.111
H 1.171 -4.764 5.861  0.109
H -1.385 -3.832 7.263  0.055
H -0.600 -5.405 7.320  0.070
H -1.422 -4.891 5.851  0.065
H 0.335 -0.971 4.682  0.079
H 0.418 -1.368 6.372  0.116
H -2.079 -1.992 4.700  0.067
H -1.818 -0.434 5.480  0.067
H -1.974 -1.887 6.457  0.055

---

Entry 2:
C3H3O3Sm as an isolated structure in a non-equilibrium geometry. Source: the OMol25 dataset; level of theory: wB97M-V/def2-TZVPD.

## Properties
**HOMO (spin up / spin down)**: -0.4740 / -0.4741 hartree
**Charge**: +1
**M**: 237.41 Da
**Kohn-Sham gap (spin up / spin down)**: 7.064 / 7.182 eV
**2S+1**: 7
**E_tot**: -999.53750 Eh
**Energy relative to the best compared isomer or geometry (same formula, charge and spin)**: 0.013 eV

Each line ends with the Löwdin spin population.
Positions of all 10 atoms, in Å:
C 0.929 -1.163 -0.113  -0.001
C -1.660 0.490 0.350  -0.001
O 0.026 -1.955 -0.247  -0.003
O 0.670 0.240 -0.143  -0.006
C -0.574 0.803 -0.352  0.000
H -2.629 0.811 -0.029  0.000
H -1.616 -0.068 1.284  0.000
H -0.579 1.418 -1.253  0.000
O 2.154 -1.305 0.159  -0.021
Sm 3.281 0.728 0.343  6.031

---

Q: Among the records above, which one has the lowest 2S+1?
A: C22H55FN5O3PS

---

Q: Among the records above, which one has the highest E_tot?
A: C3H3O3Sm

---

Q: E_tot of number 1 (C22H55FN5O3PS)?
A: -2210.11003 Eh